Computed, not measured: a structure of composition C22H25N7O4 at a distorted geometry, with ωB97M-V/def2-TZVPD.

Properties
- HOMO-LUMO gap: 0.2469 hartree
- Energy above the lowest of the compared OMol25 structures with the same formula, charge and spin: 1654.01 kJ/mol
- Charge: 0
- 2S+1: 1

Each line ends with the Mulliken charge.
Atoms and positions in Å:
C1 0.103 1.568 3.701  0.859
C2 0.066 2.709 4.634  0.135
N1 -0.044 3.594 5.366  -0.568
H1 0.863 0.803 3.861  0.382
H2 0.360 2.023 2.745  -1.285
H3 -0.898 1.156 3.576  0.327
C3 1.404 -1.064 2.233  -0.810
C4 0.914 -2.274 1.568  0.579
N2 0.501 -3.224 1.075  -0.473
H4 0.778 -0.851 3.101  0.339
H5 1.442 -0.366 1.397  -0.669
H6 2.458 -1.242 2.446  0.514
C5 1.390 0.707 -4.886  -1.473
C6 1.304 -0.084 -3.694  0.831
N3 1.237 -0.738 -2.736  -0.306
H7 0.611 1.469 -4.853  0.341
H8 1.180 0.132 -5.788  0.340
H9 2.406 1.087 -4.991  0.352
C7 -2.872 -0.325 0.802  -1.101
C8 -1.678 -0.479 1.607  0.843
N4 -0.749 -0.606 2.281  -0.564
H10 -3.359 -1.298 0.744  0.419
H11 -2.662 0.166 -0.149  0.011
H12 -3.599 0.216 1.407  0.414
C9 0.979 4.566 0.154  -0.612
C10 1.829 4.036 1.145  0.687
N5 2.577 3.572 1.919  -0.550
H13 0.873 5.642 0.289  0.356
H14 0.000 4.108 0.295  0.223
H15 1.339 4.362 -0.855  0.286
C11 -0.498 -1.682 -2.185  0.075
C12 0.526 -2.111 -1.375  0.965
C13 0.504 -3.385 -0.814  -0.378
C14 -0.622 -4.174 -0.984  -0.207
C15 -1.709 -3.705 -1.753  -0.576
C16 -1.634 -2.476 -2.355  -1.178
N6 -0.701 -5.582 -0.444  1.014
O1 0.309 -6.049 0.094  -0.603
O2 -1.755 -6.178 -0.573  -0.644
H16 -0.449 -0.727 -2.687  -0.310
H17 1.401 -1.503 -1.202  0.419
H18 1.427 -3.692 -0.343  0.318
H19 -2.598 -4.311 -1.850  0.514
H20 -2.411 -2.109 -3.009  0.459
C17 0.993 0.106 -0.955  0.486
C18 1.487 0.499 0.237  -0.812
C19 0.791 1.503 0.916  0.189
C20 -0.541 1.913 0.576  0.280
C21 -1.043 1.332 -0.604  -2.071
C22 -0.287 0.539 -1.393  0.228
N7 -1.330 2.864 1.406  1.089
O3 -0.681 3.563 2.195  -0.510
O4 -2.580 2.889 1.297  -0.690
H21 1.630 -0.483 -1.596  0.084
H22 2.468 0.093 0.436  0.691
H23 1.285 1.833 1.818  0.358
H24 -2.075 1.454 -0.898  0.850
H25 -0.660 0.211 -2.352  0.131